(1)
Below is a structure of composition C22H14CrN5O3S, with properties calculated with ωB97M-V/def2-TZVPD.

Its frontier orbital gap (alpha / beta) is 6.827 / 6.668 eV. As for the multiplicity: 2. The calculation puts the HOMO energy (alpha / beta) at -8.589 / -8.316 eV. As for the molar mass: 480.4 g mol⁻¹. As for the expectation value of S²: 0.779. As for the LUMO energy (alpha / beta): -1.8 / -1.6 eV.

Element x y z (Å)
Cr -1.3542 -0.8379 -0.4326
O -2.2722 3.2286 -2.0592
C -2.6513 3.7547 -0.8828
C -3.0342 5.0992 -0.8995
C -3.4317 5.7248 0.2599
C -3.4581 5.0340 1.4736
C -3.0776 3.7131 1.4964
C -2.6689 3.0458 0.3314
C -2.2731 1.6333 0.4099
O -1.9679 1.0159 -0.6971
N -2.2744 1.0423 1.5967
N -1.8810 -0.2543 1.4161
C -1.7900 -1.0889 2.3770
C -1.3123 -2.4273 1.9986
C -1.1211 -3.4536 2.9005
C -0.6382 -4.6670 2.4221
C -0.3656 -4.7982 1.0753
C -0.5866 -3.7160 0.2310
N -1.0555 -2.5594 0.6829
H -2.0305 2.2973 -1.9031
H -3.0049 5.6238 -1.8452
H -3.7244 6.7672 0.2256
H -3.7732 5.5289 2.3817
H -3.0844 3.1557 2.4226
H -2.0283 -0.8146 3.3994
H -1.3364 -3.3050 3.9499
H -0.4781 -5.4944 3.1002
H 0.0165 -5.7216 0.6635
H -0.3758 -3.7647 -0.8286
N 8.5069 -0.2119 -1.6664
C 7.3652 -0.2715 -1.5455
C 5.9348 -0.3527 -1.3747
C 5.3929 -0.2673 -0.0948
C 4.0251 -0.3628 0.0784
C 3.1827 -0.5355 -1.0225
C 3.7368 -0.6078 -2.3028
C 5.1050 -0.5221 -2.4798
C 1.7648 -0.6434 -0.8387
C 0.5623 -0.7184 -0.6820
H 6.0455 -0.1311 0.7566
H 3.5960 -0.3018 1.0692
H 3.0822 -0.7335 -3.1545
H 5.5327 -0.5834 -3.4711
O -1.9723 -3.0291 -3.9784
S -2.7356 -2.6529 -2.8054
N -2.0915 -1.8362 -1.7540

Löwdin population analysis, charges in e, atoms 1 to 2: number 1, Cr, carries 0.706; number 2, O, carries 0.085



(2)
Below is a structure of composition C22H14F6MoN3O4S2, with properties calculated with ωB97M-V/def2-TZVPD.

Its frontier orbital gap (alpha / beta) is 6.475 / 6.724 eV. As for the multiplicity: 3. As for the charge: +1. The calculation puts the HOMO energy (alpha / beta) at -11.990 / -12.076 eV. As for the molar mass: 658.4 g mol⁻¹. As for the expectation value of S²: 2.034. As for the LUMO energy (alpha / beta): -5.5 / -5.4 eV.

Element x y z (Å)
Mo -0.2949 -0.8504 0.3862
C 4.5108 -0.8790 -2.6388
C 3.1548 -0.6656 -2.8296
C 2.2803 -0.7981 -1.7633
C 2.7733 -1.1504 -0.5126
C 4.1357 -1.3667 -0.3120
C 4.9974 -1.2267 -1.3824
N 1.8350 -1.2831 0.5534
N 2.2607 -1.7112 1.6451
C 1.2683 -1.8056 2.6306
C 1.6192 -2.2309 3.8981
C 0.6245 -2.3041 4.8703
C -0.6860 -1.9578 4.5762
C -1.0336 -1.5249 3.2968
C -0.0545 -1.4364 2.3152
H 5.1945 -0.7752 -3.4704
H 2.7751 -0.3985 -3.8060
H 1.2216 -0.6298 -1.9208
H 4.5021 -1.6359 0.6671
H 6.0567 -1.3896 -1.2393
H 2.6440 -2.4985 4.1163
H 0.8797 -2.6355 5.8677
H -1.4438 -2.0216 5.3453
H -2.0601 -1.2586 3.0752
C 0.0638 1.0396 0.1467
C 0.2150 2.2516 0.0030
C 0.3892 3.6447 -0.1557
C -0.7244 4.4949 -0.1179
C -0.5469 5.8556 -0.2763
C 0.7291 6.3710 -0.4728
C 1.8363 5.5311 -0.5116
C 1.6739 4.1687 -0.3535
H -1.7106 4.0784 0.0350
H -1.4014 6.5174 -0.2479
H 0.8619 7.4375 -0.5969
H 2.8242 5.9427 -0.6649
H 2.5245 3.5012 -0.3805
F -3.2069 -4.5495 -1.2434
C -2.7930 -3.7861 -0.2622
F -1.7030 -4.2961 0.2964
F -3.7248 -3.6256 0.6482
S -2.3198 -2.0948 -0.9587
O -2.4486 -1.1661 0.2037
O -0.8218 -2.1662 -1.1376
N -2.9914 -1.7756 -2.2599
S -4.6284 -1.5325 -2.3577
O -5.2732 -2.2123 -1.2829
O -4.9957 -1.6883 -3.7141
C -4.7285 0.2992 -1.9900
F -4.7949 0.4944 -0.6805
F -3.6532 0.9219 -2.4670
F -5.8122 0.7773 -2.5695

Löwdin population analysis, charges in e, atoms 1 to 2: number 1, Mo, carries 1.586; number 2, C, carries -0.052